DFT (the ωB97M-V functional and the def2-TZVPD basis) results for a 40-piece molecular cluster, H80O40 overall at a distorted geometry.

Properties
- Frontier orbital gap: 9.811 eV
- ΔE to the lowest compared entry with this formula, charge and spin: 240.2 kcal per mole
- Molecular weight: 720.6 Da

CARTESIAN COORDINATES (ANGSTROEM)
1 H -2.88 -1.18 -5.24
2 H -3.11 0.07 -4.54
3 O -3.20 -0.29 -5.42
4 H 2.33 0.34 -0.90
5 H 3.15 0.85 -1.99
6 O 3.15 0.12 -1.35
7 H -5.59 -3.10 -2.11
8 H -4.80 -2.21 -3.10
9 O -5.53 -2.22 -2.47
10 H -0.49 4.55 4.59
11 H -1.63 3.74 5.29
12 O -0.85 4.27 5.43
13 H 0.65 -2.57 -0.04
14 H 0.18 -2.47 -1.52
15 O 0.72 -2.95 -0.89
16 H 1.32 -2.98 5.45
17 O 0.46 -2.61 5.63
18 H -3.98 2.61 4.60
19 O -3.44 2.39 3.83
20 H 0.69 -0.90 0.47
21 H -0.75 -0.04 0.28
22 O -0.19 -0.79 0.11
23 H -4.44 -3.00 2.55
24 H -4.51 -4.53 2.49
25 O -4.86 -3.77 2.94
26 H -1.31 -3.47 1.70
27 H -1.76 -4.83 1.05
28 O -2.05 -3.93 1.22
29 H 2.10 -5.17 0.73
30 H 0.72 -5.11 0.43
31 O 1.29 -5.14 1.21
32 H -1.44 -4.56 -3.27
33 O -1.22 -4.23 -2.41
34 H -2.13 2.81 -4.61
35 H -2.00 1.25 -5.37
36 O -1.80 1.92 -4.70
37 H -3.41 -4.63 -2.87
38 H -2.86 -3.86 -4.03
39 O -3.67 -4.27 -3.73
40 H -1.68 -0.58 -2.76
41 H -2.93 -1.20 -2.95
42 O -2.05 -1.21 -3.37
43 H -0.06 3.04 -2.20
44 H 1.05 2.82 -1.34
45 O 0.44 3.54 -1.53
46 H 3.27 3.28 2.58
47 H 4.24 4.35 2.02
48 O 4.05 3.79 2.77
49 H 3.61 3.40 -2.42
50 H 2.63 3.08 -3.36
51 O 2.72 3.00 -2.39
52 H 4.12 -0.66 -5.11
53 O 3.83 0.24 -5.24
54 H 1.52 5.22 3.73
55 H 1.48 4.99 2.15
56 O 1.93 5.38 2.89
57 H 5.82 -0.36 -1.55
58 O 5.80 0.46 -2.05
59 H -2.22 -3.04 -0.41
60 H -3.69 -2.41 -0.52
61 O -2.89 -2.63 -0.99
62 H -2.14 5.10 0.79
63 H -2.82 4.49 1.77
64 O -2.78 4.38 0.81
65 H 1.76 5.33 -2.66
66 H 0.71 5.46 -3.65
67 O 1.62 5.75 -3.52
68 H -1.38 -5.63 -1.36
69 H -2.62 -6.19 -0.35
70 O -2.17 -6.21 -1.19
71 H -6.08 -0.06 -2.00
72 H -5.49 1.34 -1.77
73 O -5.27 0.41 -1.78
74 H -1.77 1.56 4.54
75 H -0.57 1.46 5.59
76 O -0.90 1.22 4.73
77 H 0.09 6.76 0.77
78 H -0.80 6.44 -0.43
79 O 0.12 6.47 -0.15
80 H -3.47 4.60 -2.65
81 H -3.80 3.14 -2.34
82 O -3.92 3.83 -2.99
83 H 5.61 -2.01 1.10
84 H 4.87 -2.08 2.44
85 O 5.36 -2.60 1.80
86 H 2.32 -5.70 -0.84
87 H 1.38 -6.01 -2.00
88 O 1.63 -6.28 -1.11
89 H 0.13 0.85 -4.45
90 O 0.99 0.41 -4.58
91 H 0.98 0.97 4.59
92 H 1.51 2.17 5.53
93 O 1.74 1.39 5.02
94 H 3.06 0.28 -5.82
95 H -0.19 -3.30 5.57
96 H 5.07 0.89 -1.59
97 H -3.97 2.86 3.18
98 H -1.96 -3.66 -2.09
99 H 1.05 -0.16 -3.82
100 O -0.42 -4.23 3.03
101 H 0.02 -4.79 3.66
102 H 0.30 -3.75 2.60
103 O 1.52 1.18 1.62
104 H 1.43 1.65 2.44
105 H 0.86 1.44 0.99
106 O 4.95 0.94 3.61
107 H 4.73 0.87 4.53
108 H 5.42 1.68 3.25
109 O -0.12 3.08 2.90
110 H -0.35 2.59 2.11
111 H 0.25 2.36 3.45
112 O 3.65 -3.90 -0.35
113 H 4.33 -3.96 0.35
114 H 3.92 -3.04 -0.70
115 O 3.61 2.59 -0.10
116 H 3.89 2.09 0.68
117 H 3.97 2.15 -0.85
118 O -2.10 0.08 1.83
119 H -1.23 0.00 2.23
120 H -2.62 0.23 2.61

Here are the Mulliken charges for atoms 1 to 99, given in e: H 0.344; H 0.371; O -0.744; H 0.302; H 0.262; O -0.525; H 0.283; H 0.325; O -0.592; H 0.272; H 0.292; O -0.617; H 0.283; H 0.098; O -0.366; H 0.291; O -0.559; H 0.271; O -0.561; H 0.361; H 0.153; O -0.423; H 0.300; H 0.314; O -0.614; H 0.294; H 0.186; O -0.626; H 0.253; H 0.322; O -0.566; H 0.343; O -0.682; H 0.253; H 0.403; O -0.626; H 0.443; H 0.230; O -0.609; H 0.196; H 0.143; O -0.441; H 0.321; H 0.041; O -0.490; H 0.218; H 0.320; O -0.560; H 0.264; H 0.249; O -0.353; H 0.291; O -0.595; H 0.271; H 0.308; O -0.593; H 0.246; O -0.641; H 0.244; H 0.150; O -0.311; H 0.226; H 0.266; O -0.549; H 0.322; H 0.307; O -0.631; H 0.365; H 0.296; O -0.621; H 0.285; H 0.264; O -0.527; H 0.167; H 0.300; O -0.550; H 0.296; H 0.285; O -0.535; H 0.303; H 0.287; O -0.598; H 0.290; H 0.301; O -0.623; H 0.307; H 0.316; O -0.641; H 0.260; O -0.488; H 0.257; H 0.292; O -0.588; H 0.287; H 0.286; H 0.449; H 0.270; H 0.380; H 0.252

DFT (the ωB97M-V functional and the def2-TZVPD basis) results for a 40-piece molecular cluster, H80O40 overall at a distorted geometry.

Properties
- Frontier orbital gap: 9.023 eV
- ΔE to the lowest compared entry with this formula, charge and spin: 302.0 kcal per mole
- Molecular weight: 720.6 Da

CARTESIAN COORDINATES (ANGSTROEM)
1 H -2.22 1.17 3.63
2 H -1.19 1.48 4.95
3 O -2.04 1.27 4.61
4 H 2.88 -2.44 -5.23
5 H 1.90 -2.16 -4.26
6 O 2.53 -1.67 -4.76
7 H -4.65 -1.35 0.65
8 H -5.00 -0.51 -0.61
9 O -4.31 -0.59 0.10
10 H -1.22 -4.57 4.61
11 H -2.57 -3.70 5.46
12 O -1.87 -3.78 4.60
13 H 1.39 1.39 -4.35
14 H 0.83 0.09 -3.52
15 O 1.04 1.03 -3.57
16 H 3.59 0.28 3.14
17 O 4.09 1.07 2.81
18 H 1.29 -2.24 0.11
19 O 1.00 -1.38 -0.30
20 H 3.93 2.78 -0.45
21 H 3.85 3.42 -1.73
22 O 4.51 3.20 -1.02
23 H -0.62 5.57 2.17
24 H 0.35 6.44 1.27
25 O -0.33 6.43 1.93
26 H -0.50 -3.43 -0.51
27 H 0.39 -4.36 0.21
28 O 0.21 -4.09 -0.71
29 H 4.05 -1.45 -0.42
30 H 3.38 -0.26 0.18
31 O 3.63 -1.16 0.40
32 H 1.42 3.23 -0.25
33 O 2.09 2.83 -0.81
34 H 1.61 3.97 3.75
35 H 1.14 2.75 4.63
36 O 1.06 3.10 3.73
37 H -0.87 2.49 -6.42
38 H 0.79 2.34 -6.19
39 O -0.10 2.44 -5.87
40 H 0.52 2.59 2.26
41 H 0.20 2.60 0.67
42 O 0.47 3.09 1.42
43 H 1.49 3.77 -2.78
44 H 1.78 4.08 -4.36
45 O 2.14 4.15 -3.47
46 H 4.79 -4.41 1.53
47 H 4.31 -3.98 2.98
48 O 4.02 -4.13 2.07
49 H -3.43 2.58 0.40
50 H -3.24 2.80 -1.06
51 O -3.73 3.22 -0.34
52 H -3.69 -4.22 2.35
53 O -4.08 -3.74 1.60
54 H 3.68 0.05 -2.63
55 H 3.94 1.31 -1.91
56 O 4.27 0.39 -1.81
57 H -3.86 2.62 -4.78
58 O -4.43 2.21 -4.06
59 H -3.51 -1.04 3.93
60 H -2.59 -1.15 2.68
61 O -3.47 -1.46 2.97
62 H -1.27 4.25 1.52
63 H -2.46 3.30 1.66
64 O -1.85 3.79 2.19
65 H 1.85 -5.14 2.87
66 H 2.83 -5.41 4.07
67 O 2.07 -4.95 3.73
68 H 0.72 -2.01 -2.29
69 H 1.03 -3.61 -2.12
70 O 1.07 -2.80 -2.68
71 H 5.81 -0.89 -0.31
72 H 6.92 0.08 -0.63
73 O 6.73 -0.73 -0.11
74 H -4.08 -0.76 -2.25
75 H -5.09 0.14 -3.25
76 O -4.99 -0.57 -2.61
77 H 0.50 0.44 3.04
78 H 1.36 -0.60 3.83
79 O 1.37 0.07 3.17
80 H -0.34 -2.05 3.35
81 H -1.27 -0.98 4.07
82 O -0.97 -1.35 3.23
83 H -1.41 0.68 0.50
84 H -0.52 0.19 -0.73
85 O -1.13 0.83 -0.40
86 H 3.72 -4.31 -1.13
87 H 2.34 -4.52 -2.01
88 O 2.71 -4.23 -1.14
89 H 1.61 -3.27 4.97
90 O 1.67 -2.33 4.68
91 H -0.64 -3.73 3.37
92 H 0.16 -4.48 2.24
93 O 0.04 -3.65 2.69
94 H -3.83 -2.94 2.06
95 H 4.65 0.69 2.08
96 H -3.63 1.78 -3.58
97 H 1.89 -0.96 -0.32
98 H 1.54 2.53 -1.53
99 H 2.39 -2.20 4.05
100 O -4.00 0.90 2.21
101 H -3.92 0.43 1.35
102 H -4.64 0.35 2.73
103 O -4.06 -4.33 -1.64
104 H -3.40 -4.43 -0.95
105 H -4.91 -4.57 -1.26
106 O -2.81 -2.27 -2.53
107 H -2.56 -2.76 -1.74
108 H -3.74 -2.15 -2.53
109 O -1.20 5.63 -1.30
110 H -2.09 5.36 -0.95
111 H -0.73 5.98 -0.52
112 O -0.21 4.74 -3.63
113 H 0.20 5.39 -2.96
114 H 0.02 5.31 -4.37
115 O -0.12 3.10 -1.64
116 H -0.71 3.98 -1.60
117 H -0.42 2.61 -2.39
118 O -0.76 -1.38 -4.03
119 H -1.56 -0.80 -3.91
120 H -0.88 -2.34 -4.16

Here are the Mulliken charges for atoms 1 to 99, given in e: H 0.300; H 0.279; O -0.598; H 0.288; H 0.327; O -0.562; H 0.242; H 0.387; O -0.599; H 0.275; H 0.317; O -0.688; H 0.078; H 0.011; O -0.103; H 0.297; O -0.602; H -0.022; O 0.126; H 0.283; H 0.375; O -0.757; H 0.317; H 0.325; O -0.630; H 0.225; H 0.189; O -0.565; H 0.149; H 0.207; O -0.471; H 0.075; O -0.177; H 0.240; H 0.206; O -0.555; H 0.243; H 0.286; O -0.539; H 0.254; H 0.346; O -0.615; H 0.628; H 0.272; O -0.642; H 0.242; H 0.282; O -0.479; H 0.260; H 0.302; O -0.646; H 0.346; O -0.574; H 0.363; H 0.273; O -0.585; H 0.328; O -0.630; H 0.379; H 0.497; O -0.910; H 0.267; H 0.226; O -0.617; H 0.252; H 0.238; O -0.499; H 0.069; H 0.347; O -0.326; H 0.341; H 0.332; O -0.687; H 0.300; H 0.290; O -0.700; H -0.031; H 0.276; O -0.062; H 0.269; H 0.292; O -0.471; H -0.119; H -0.133; O 0.378; H 0.259; H 0.251; O -0.533; H 0.286; O -0.702; H 0.204; H 0.214; O -0.428; H 0.309; H 0.297; H 0.282; H 0.084; H 0.011; H 0.293

Number 1: total energy -3057.374570 Eh. Number 2: total energy -3057.276134 Eh.